(1)
C31H45N5O15 | ωB97M-V/def2-TZVPD

ORCA input file:
```
! RIJCOSX wB97M-V def2-TZVPD def2/J DEFGRID3
* xyz 0 1
C 1.24 3.45 1.61
C 1.95 2.19 1.93
N 2.54 1.25 2.33
H 1.32 3.66 0.53
H 1.69 4.23 2.26
H 0.20 3.27 1.85
C 2.98 -3.02 -0.65
C 4.20 -3.90 -0.65
N 5.08 -4.66 -0.62
H 2.49 -2.97 -1.66
H 3.27 -2.05 -0.25
H 2.25 -3.46 0.01
C 0.23 -0.61 0.67
C 0.00 -0.15 -0.70
N -0.07 0.24 -1.79
H 1.07 -0.04 1.08
H 0.50 -1.67 0.77
H -0.59 -0.25 1.27
C -2.56 -5.77 -0.24
C -1.43 -4.86 -0.22
N -0.53 -4.10 -0.19
H -3.02 -5.84 -1.20
H -3.29 -5.42 0.46
H -2.20 -6.74 0.13
C 4.58 -1.91 2.69
C 3.17 -2.20 2.79
N 2.05 -2.45 2.78
H 4.79 -0.87 2.58
H 5.03 -2.49 1.89
H 5.10 -2.23 3.64
C -1.04 -2.75 -3.50
C -1.99 -1.99 -2.55
O -3.25 -2.67 -2.66
C -3.04 -3.88 -3.13
O -3.86 -4.78 -3.04
O -1.77 -4.04 -3.61
H -0.05 -3.00 -3.10
H -0.97 -2.39 -4.52
H -2.19 -1.00 -2.85
H -1.69 -2.09 -1.51
C 1.76 0.07 5.40
C 1.89 1.60 5.54
O 0.71 2.06 4.80
C 0.01 1.04 4.32
O -1.02 1.19 3.68
O 0.58 -0.12 4.63
H 1.63 -0.52 6.32
H 2.58 -0.42 4.95
H 2.73 1.97 4.99
H 1.90 1.89 6.60
C -2.32 -2.63 2.18
C -1.18 -2.93 3.19
O -1.75 -4.05 3.93
C -2.78 -4.58 3.27
O -3.34 -5.61 3.65
O -3.03 -3.90 2.10
H -1.94 -2.30 1.20
H -3.03 -1.86 2.54
H -0.95 -2.12 3.87
H -0.32 -3.35 2.71
O 4.35 -0.91 -2.85
C 4.04 0.21 -2.68
O 4.46 1.17 -3.47
C 4.04 2.42 -2.98
C 3.73 2.29 -1.48
C 3.29 0.81 -1.52
H 3.15 2.78 -3.51
H 4.83 3.16 -3.20
H 2.96 2.94 -1.15
H 4.65 2.31 -0.89
H 2.25 0.74 -1.84
H 3.47 0.29 -0.59
O -5.28 4.18 -0.93
C -4.83 3.04 -0.98
O -3.51 2.93 -1.34
C -3.24 1.49 -1.33
C -4.59 0.80 -1.49
C -5.43 1.73 -0.65
H -2.80 1.20 -0.34
H -2.50 1.35 -2.10
H -4.68 -0.24 -1.13
H -4.92 0.84 -2.56
H -5.23 1.60 0.42
H -6.49 1.68 -0.83
O 1.61 4.58 -1.39
C 0.61 4.98 -1.92
O 0.29 6.29 -1.88
C -0.76 6.57 -2.88
C -1.43 5.22 -3.17
C -0.33 4.28 -2.84
H -0.34 6.99 -3.79
H -1.43 7.17 -2.29
H -1.64 5.16 -4.24
H -2.33 5.05 -2.62
H 0.33 4.08 -3.69
H -0.66 3.35 -2.39
*
```

Calculated values
SMILES   O=C1CCCO1.O=C1CCCO1.O=C1CCCO1.O=C1OCCO1.O=C1OCCO1.O=C1OCCO1.CC#N.CC#N.CC#N.CC#N.CC#N
Orbital gap   10.421 eV
LUMO energy   0.2 eV
Electronic energy   -71038.8402 eV
Molar mass   727.72 u
Highest occupied orbital energy   -10.26 eV

(2)
H29O15 | ωB97M-V/def2-TZVPD

ORCA input file:
```
! RIJCOSX wB97M-V def2-TZVPD def2/J DEFGRID3
* xyz -1 1
O 1.10 -0.06 -4.96
H 0.20 -0.14 -4.60
H 0.76 1.52 -0.50
O 1.53 -4.02 0.83
H 0.75 -4.51 0.49
H 1.26 -3.11 0.64
O 1.72 1.69 -0.37
H 3.95 -2.26 0.34
H -0.16 0.47 -1.66
O -1.72 4.10 2.99
H -1.74 3.27 2.49
H -2.64 4.38 3.04
O 1.06 -1.31 0.82
H 1.72 -0.84 0.28
H -1.14 4.58 -3.16
O -0.88 1.41 0.21
H -1.36 -1.14 -0.10
H -1.42 2.16 -0.04
O 3.87 -1.62 -0.39
H 0.55 -0.58 1.21
H 3.60 -2.17 -1.13
O -1.91 1.23 3.00
H -2.07 0.90 2.12
H 1.12 0.89 -4.82
O -3.07 -2.45 2.50
H -2.62 -1.86 1.88
H -3.96 -2.20 2.28
O -2.17 -0.73 0.22
H -1.84 0.27 0.23
O -0.85 -2.18 4.39
H -0.17 -2.81 4.15
H -1.69 -2.36 3.96
O -0.39 -4.97 -0.87
H -1.32 -4.75 -0.84
H 0.13 -4.22 -1.16
O -1.10 4.88 -2.26
H -0.29 5.20 -1.85
H -1.25 0.73 3.48
O -0.03 0.62 -2.62
H 0.81 1.08 -2.52
H 2.01 1.44 0.51
O 3.26 3.53 -2.87
H 2.71 2.82 -3.22
H 3.65 3.10 -2.11
*
```

Calculated values
Orbital gap   8.523 eV
LUMO energy   2.5 eV
Electronic energy   -31185.3908 eV
Relative energy (zero: lowest compared OMol25 entry of this formula, charge and spin)   0.830 eV
Molar mass   269.22 u
Highest occupied orbital energy   -6.07 eV

(3)
C5H10N2 | ωB97M-V/def2-TZVPD

ORCA input file:
```
! RIJCOSX wB97M-V def2-TZVPD def2/J DEFGRID3
* xyz 2 1
C 0.79 1.19 0.05
C -0.28 -1.20 -0.06
C -0.57 2.56 -1.53
C -1.52 -1.81 0.14
C 1.39 -1.12 0.70
N 0.27 2.24 -0.68
N 0.45 -0.14 0.06
H 1.72 1.46 0.44
H -0.67 3.53 -1.86
H -1.13 1.78 -2.06
H -1.84 -2.18 -0.75
H -2.27 -1.21 0.62
H -1.39 -2.65 0.85
H 1.88 -0.63 1.48
H 2.06 -1.50 -0.08
H 0.97 -1.92 1.24
H 0.75 3.01 -0.17
*
```

Calculated values
Orbital gap (spin up / spin down)   7.485 / 7.804 eV
LUMO energy (spin up / spin down)   -10.5 / -10.0 eV
Electronic energy   -8302.4900 eV
Relative energy (zero: lowest compared OMol25 entry of this formula, charge and spin)   5.379 eV
Molar mass   98.15 u
Highest occupied orbital energy (spin up / spin down)   -17.95 / -17.85 eV

(4)
C3H8O2S | ωB97M-V/def2-TZVPD

ORCA input file:
```
! RIJCOSX wB97M-V def2-TZVPD def2/J DEFGRID3
* xyz 0 1
C 0.96 -0.63 -0.94
C -1.50 -0.31 -0.36
C -0.28 -0.05 -1.26
O 0.48 0.52 2.99
O 1.29 1.69 3.18
S 2.64 1.67 2.12
H 1.86 -0.36 -1.42
H 1.91 1.87 0.89
H 1.00 -1.47 -0.29
H -1.30 -1.23 0.28
H -2.54 -0.38 -0.79
H -1.51 0.61 0.34
H -0.31 0.83 -1.98
H -0.29 0.97 2.60
*
```

Calculated values
SMILES   C=CC.OOS
Orbital gap   9.896 eV
LUMO energy   0.4 eV
Electronic energy   -18165.8894 eV
Relative energy (zero: lowest compared OMol25 entry of this formula, charge and spin)   5.355 eV
Molar mass   108.16 u
Highest occupied orbital energy   -9.53 eV

(5)
C2H2NO3 | ωB97M-V/def2-TZVPD

ORCA input file:
```
! RIJCOSX wB97M-V def2-TZVPD def2/J DEFGRID3
* xyz -1 1
C 1.13 0.31 0.63
C -0.18 0.20 -0.25
N -1.05 -0.82 0.09
O 1.97 -0.36 0.05
O 1.10 1.04 1.60
O -1.51 0.50 0.15
H -0.05 0.35 -1.42
H -1.42 -1.22 -0.85
*
```

Calculated values
SMILES   O=C([O-])[C@H]1NO1
Orbital gap   8.382 eV
LUMO energy   4.2 eV
Electronic energy   -9737.5752 eV
Relative energy (zero: lowest compared OMol25 entry of this formula, charge and spin)   4.078 eV
Molar mass   88.04 u
Highest occupied orbital energy   -4.15 eV

(6)
C24H24BCsN9O2 | ωB97M-V/def2-TZVPD

ORCA input file:
```
! RIJCOSX wB97M-V def2-TZVPD def2/J DEFGRID3
* xyz 0 2
Cs -0.99 1.08 -2.33
C -0.52 -3.44 -1.34
C -0.29 -2.44 -0.30
C 0.84 -2.26 0.54
C 0.54 -1.18 1.31
N -0.76 -0.75 0.92
N -1.24 -1.47 -0.03
B -1.47 0.41 1.77
N -2.84 0.79 1.22
C -3.80 1.43 1.93
C -4.79 1.80 1.06
C -4.35 1.36 -0.20
C -5.02 1.49 -1.52
N -3.17 0.76 -0.10
N -0.46 1.55 1.73
C -0.05 2.41 2.69
C 0.79 3.33 2.10
C 0.82 2.96 0.74
C 1.55 3.62 -0.39
N 0.06 1.90 0.52
N -1.62 -0.18 3.17
C -2.63 -0.95 3.63
C -2.24 -1.51 4.81
C -0.92 -1.03 5.01
C 0.01 -1.31 6.14
N -0.55 -0.24 4.01
H -0.11 -4.41 -1.06
H -1.58 -3.52 -1.57
H 0.02 -3.09 -2.23
H 1.75 -2.83 0.55
H 1.06 -0.66 2.09
H -3.70 1.57 2.99
H -5.71 2.32 1.30
H -6.05 1.14 -1.47
H -5.05 2.53 -1.85
H -4.50 0.90 -2.27
H -0.34 2.28 3.71
H 1.31 4.14 2.57
H 2.47 4.09 -0.03
H 1.82 2.89 -1.16
H 0.95 4.40 -0.86
H -3.56 -1.05 3.08
H -2.81 -2.16 5.45
H 0.19 -2.38 6.25
H 0.96 -0.81 5.98
H -0.41 -0.95 7.09
O 2.49 2.01 -5.29
C 2.48 0.98 -4.66
N 1.50 0.57 -3.77
C 1.85 -0.62 -3.26
O 1.19 -1.28 -2.43
C 3.17 -1.08 -3.84
C 3.93 -2.21 -3.64
C 5.12 -2.32 -4.35
C 5.52 -1.31 -5.23
C 4.74 -0.17 -5.42
C 3.56 -0.08 -4.71
H 3.61 -2.99 -2.95
H 5.75 -3.19 -4.22
H 6.45 -1.42 -5.77
H 5.04 0.61 -6.10
*
```

Calculated values
Orbital gap (spin up / spin down)   8.484 / 5.086 eV
LUMO energy (spin up / spin down)   0.1 / -3.3 eV
<S²>   0.76
Electronic energy   -44010.1632 eV
Relative energy (zero: lowest compared OMol25 entry of this formula, charge and spin)   0.132 eV
Molar mass   614.23 u
Highest occupied orbital energy (spin up / spin down)   -8.40 / -8.40 eV

(7)
C5H33NO13 | ωB97M-V/def2-TZVPD

ORCA input file:
```
! RIJCOSX wB97M-V def2-TZVPD def2/J DEFGRID3
* xyz 0 1
C -2.51 -1.81 0.77
N -1.24 -1.55 0.12
C -1.06 -0.22 -0.56
C 0.43 0.24 -0.49
C 1.58 -0.56 -1.11
O 2.59 0.27 -1.62
C -2.05 0.78 0.00
O -1.65 1.84 0.43
H -3.36 -1.42 0.19
H -2.66 -2.91 0.77
H -2.49 -1.59 1.79
H -0.44 -1.81 0.71
H -1.25 -0.20 -1.63
H 0.52 1.23 -1.02
H 0.70 0.73 0.50
H 1.25 -1.18 -1.94
H 1.98 -1.21 -0.30
H 2.89 1.05 -1.15
H -3.15 0.50 0.18
H 2.85 2.73 0.22
H 2.66 4.05 -0.49
O 2.53 3.11 -0.64
H -1.55 0.17 -4.59
H -0.07 0.06 -3.94
O -1.03 -0.18 -3.87
H -0.75 3.09 3.69
H -0.61 1.77 4.65
O -0.20 2.56 4.27
H -1.67 -0.81 3.77
H -3.10 -0.44 3.43
O -2.27 -0.06 3.73
H 1.09 -3.82 -1.79
H -0.06 -2.85 -0.88
O 0.44 -3.64 -1.12
H -0.69 -3.44 2.21
H -0.02 -3.55 3.62
O -0.60 -3.01 3.06
H 2.15 -0.79 2.71
H 2.11 -0.03 3.97
O 1.77 0.02 3.06
H -1.67 -2.17 -3.92
H -1.12 -3.28 -2.86
O -1.85 -2.92 -3.36
H 2.30 3.45 2.45
H 1.06 2.69 2.19
O 1.77 3.12 1.71
H 1.40 3.23 -2.34
H 0.34 3.26 -1.30
O 0.45 3.35 -2.25
H 1.58 0.10 -3.24
H 1.21 1.45 -3.66
O 1.46 0.62 -4.11
*
```

Calculated values
SMILES   CN[C@@H](C=O)CCO.O.O.O.O.O.O.O.O.O.O.O
Orbital gap   8.800 eV
LUMO energy   -0.1 eV
Electronic energy   -33825.7402 eV
Relative energy (zero: lowest compared OMol25 entry of this formula, charge and spin)   5.337 eV
Molar mass   315.31 u
Highest occupied orbital energy   -8.91 eV